(1)
C21H25BCaN4O2SSi | ωB97M-V/def2-TZVPD

ORCA input file:
```
! RIJCOSX wB97M-V def2-TZVPD def2/J DEFGRID3
* xyz 0 1
Ca 0.900 0.899 0.150
C 1.331 4.612 -1.325
C -0.022 4.134 -0.885
C -1.164 4.811 -1.249
C -2.393 4.297 -0.834
C -2.451 3.152 -0.084
C -1.253 2.507 0.308
N -0.057 3.034 -0.111
N -1.196 1.342 1.012
Si -2.114 1.027 2.435
C -1.577 -0.644 3.067
C -1.796 2.310 3.752
C -3.968 0.954 2.188
H 1.334 4.819 -2.395
H 2.103 3.872 -1.122
H 1.612 5.534 -0.811
H -1.105 5.701 -1.860
H -3.311 4.791 -1.129
H -3.399 2.719 0.193
H -0.525 -0.652 3.364
H -1.718 -1.413 2.302
H -2.164 -0.934 3.943
H -0.730 2.398 3.981
H -2.321 2.055 4.677
H -2.144 3.297 3.436
H -4.241 0.215 1.430
H -4.401 1.912 1.895
H -4.454 0.663 3.125
O 0.369 0.439 -3.179
B 1.182 -0.131 -2.141
O 1.794 -1.293 -2.724
C 1.360 -1.389 -4.017
C 1.679 -2.339 -4.962
C 1.084 -2.199 -6.218
C 0.217 -1.147 -6.493
C -0.093 -0.189 -5.525
C 0.501 -0.344 -4.292
H 2.361 -3.149 -4.738
H 1.305 -2.924 -6.991
H -0.228 -1.066 -7.477
H -0.763 0.635 -5.725
N 2.196 -6.017 2.437
C 2.300 -4.974 3.270
S 2.688 -5.119 4.850
C 2.083 -3.621 2.604
C 2.420 -2.463 3.294
C 2.210 -1.238 2.695
N 1.693 -1.096 1.471
C 1.381 -2.207 0.802
C 1.553 -3.477 1.331
H 2.350 -6.941 2.803
H 2.058 -5.914 1.449
H 2.836 -2.531 4.289
H 2.456 -0.328 3.229
H 0.994 -2.087 -0.204
H 1.237 -4.304 0.710
*
```

For the maximum force, the calculation gives 1.2 eV Å⁻¹. As for the LUMO energy: -1.008 eV. The value obtained for the orbital gap is 6.53 eV.

=====

(2)
C21H25BrN2O10Ti | ωB97M-V/def2-TZVPD

ORCA input file:
```
! RIJCOSX wB97M-V def2-TZVPD def2/J DEFGRID3
* xyz 2 1
Ti -0.101 -0.425 -0.068
C -1.268 0.306 2.745
C -1.101 -1.187 2.937
O -0.217 -1.642 1.907
C -0.157 -3.073 1.829
C 0.483 -3.413 0.497
O -0.084 -2.591 -0.529
C -1.215 -3.071 -1.271
C -2.505 -2.739 -0.528
O -2.241 -1.519 0.165
C -3.386 -0.779 0.587
C -2.885 0.624 0.944
O -1.508 0.587 1.360
H -0.356 0.842 2.998
H -2.082 0.686 3.361
H -2.059 -1.706 2.852
H -0.680 -1.406 3.921
H -1.168 -3.481 1.896
H 0.444 -3.469 2.650
H 0.359 -4.468 0.258
H 1.548 -3.179 0.516
H -1.117 -4.139 -1.461
H -1.178 -2.531 -2.215
H -2.784 -3.512 0.192
H -3.320 -2.616 -1.243
H -3.850 -1.285 1.437
H -4.120 -0.710 -0.218
H -3.495 1.077 1.724
H -2.915 1.261 0.066
C 2.173 0.186 3.548
C 2.602 0.214 2.125
N 1.903 -0.051 1.027
C 2.791 0.114 -0.029
C 4.020 0.474 0.437
N 3.866 0.528 1.790
C 5.379 0.749 -0.150
O 5.479 0.766 -1.454
O 6.275 0.962 0.616
C 2.320 -0.159 -1.392
O 2.964 0.041 -2.387
O 1.100 -0.678 -1.364
H 1.268 -0.395 3.678
H 2.007 1.199 3.921
H 2.958 -0.256 4.161
H 4.632 0.752 2.415
H 4.661 0.522 -1.933
Br 0.519 6.224 -3.140
C -0.390 4.578 -3.282
C -1.256 4.350 -4.348
C -1.932 3.140 -4.455
C -1.752 2.156 -3.504
C -0.877 2.392 -2.438
C -0.189 3.604 -2.326
C -0.666 1.368 -1.445
O 0.123 1.492 -0.445
O -1.253 0.218 -1.478
H -1.395 5.123 -5.092
H -2.594 2.973 -5.294
H -2.268 1.208 -3.572
H 0.491 3.765 -1.500
*
```

For the maximum force, the calculation gives 2.5 eV Å⁻¹. As for the LUMO energy: -7.939 eV. The value obtained for the orbital gap is 6.09 eV.

=====

(3)
C21H25BrN2O4Sc | ωB97M-V/def2-TZVPD

ORCA input file:
```
! RIJCOSX wB97M-V def2-TZVPD def2/J DEFGRID3
* xyz 1 1
Sc -0.497 0.202 0.923
C -2.850 -2.776 0.130
C -1.539 -2.087 0.401
O -1.306 -0.998 -0.401
C -1.058 -1.873 2.967
C -1.657 -2.770 3.820
C -0.987 -3.126 4.981
C 0.258 -2.573 5.262
C 0.840 -1.653 4.402
C 0.172 -1.289 3.245
O 0.646 -0.370 2.353
H -2.822 -3.216 -0.867
H -3.648 -2.036 0.175
H -3.021 -3.558 0.868
H -2.619 -3.196 3.570
H -1.433 -3.836 5.663
H 0.782 -2.857 6.164
H 1.804 -1.210 4.616
Br 3.112 -4.584 -4.448
C 2.031 -4.101 -2.981
C 1.603 -5.076 -2.092
C 0.818 -4.703 -1.018
C 0.432 -3.373 -0.829
C 0.865 -2.414 -1.745
C 1.673 -2.774 -2.810
C -0.391 -3.139 0.404
O -0.279 -3.866 1.357
O -1.662 -1.411 1.781
H 1.886 -6.109 -2.238
H 0.492 -5.444 -0.301
H 0.563 -1.385 -1.644
H 2.021 -2.031 -3.514
C 0.256 5.166 -3.177
C -0.605 5.083 -1.925
N -0.030 4.216 -0.885
C 1.097 4.774 -0.124
C 2.452 4.200 -0.527
C -0.473 2.989 -0.652
C -1.574 2.428 -1.508
N 0.006 2.216 0.311
H -0.240 5.793 -3.917
H 0.414 4.179 -3.614
H 1.228 5.609 -2.963
H -1.602 4.731 -2.171
H -0.722 6.073 -1.483
H 0.912 4.636 0.945
H 1.085 5.848 -0.297
H 2.494 3.119 -0.397
H 3.234 4.644 0.088
H 2.673 4.422 -1.569
H -1.347 2.550 -2.566
H -2.519 2.931 -1.302
H -1.703 1.364 -1.316
H 0.736 2.663 0.856
*
```

For the maximum force, the calculation gives 0.5 eV Å⁻¹. As for the LUMO energy: -3.410 eV. The value obtained for the orbital gap is 7.56 eV.

=====

(4)
C21H25CeO2 | ωB97M-V/def2-TZVPD

ORCA input file:
```
! RIJCOSX wB97M-V def2-TZVPD def2/J DEFGRID3
* xyz 1 1
C 1.107 0.785 3.013
C 0.634 2.056 2.551
C -0.559 1.848 1.793
H 1.070 3.021 2.810
C -0.826 0.440 1.785
C 0.195 -0.210 2.546
H 0.264 -1.276 2.751
H 1.949 0.618 3.691
H -1.166 2.623 1.318
H -1.664 -0.051 1.299
C 2.401 -1.007 -1.561
C 3.361 -0.993 -0.501
C 2.756 -1.570 0.663
H 4.403 -0.675 -0.583
C 1.422 -1.954 0.305
C 1.191 -1.586 -1.058
H 0.267 -1.755 -1.613
H 2.579 -0.676 -2.584
H 3.251 -1.758 1.618
H 0.721 -2.468 0.954
Ce 1.333 0.650 0.348
O -1.981 -0.518 -0.865
C -2.491 0.624 -1.501
C -3.601 -0.274 -1.012
H -2.325 1.543 -0.944
H -2.379 0.642 -2.582
H -4.092 0.006 -0.068
H -6.176 -1.168 -0.723
C -5.725 -1.469 -1.677
C -4.364 -1.124 -1.922
C -3.794 -1.555 -3.146
H -2.745 -1.339 -3.345
C -4.566 -2.239 -4.089
H -4.105 -2.545 -5.030
C -5.909 -2.542 -3.846
H -6.508 -3.062 -4.595
C -6.481 -2.157 -2.623
H -7.526 -2.401 -2.413
C 4.503 3.409 1.743
C 4.391 1.949 1.345
C 4.767 1.020 2.480
O 3.064 1.644 0.854
H 3.805 3.653 2.550
H 4.301 4.065 0.892
H 5.513 3.628 2.109
H 5.114 1.776 0.532
H 4.105 1.167 3.342
H 4.722 -0.028 2.174
H 5.789 1.233 2.816
*
```

For the maximum force, the calculation gives 2.6 eV Å⁻¹. As for the LUMO energy (spin up / spin down): -4.362 / -4.361 eV. The value obtained for the orbital gap (spin up / spin down) is 7.08 / 7.08 eV.